(1)
{"formula": "C21H27N4O5PPd", "method": "ωB97M-V/def2-TZVPD", "elements": ["Pd", "O", "C", "O", "C", "O", "O", "C", "P", "C", "C", "C", "C", "C", "C", "C", "C", "C", "C", "C", "C", "H", "H", "H", "H", "H", "H", "H", "H", "H", "H", "H", "H", "H", "C", "C", "O", "C", "C", "H", "H", "H", "H", "H", "H", "H", "H", "H", "H", "N", "C", "N", "N", "C", "N", "H", "H", "H", "H"], "positions_angstrom": [[-0.7014, -0.0450, 0.2233], [-3.3583, -3.6835, -0.0959], [-2.2638, -3.1941, 0.0701], [-1.9253, -2.5122, 1.1638], [-1.0751, -3.3139, -0.9425], [-1.0471, -4.3522, -1.6152], [-0.3314, -2.3045, -1.0089], [2.9448, -1.4324, 2.7600], [1.6283, -1.5175, 1.4363], [2.7241, -1.2571, -0.0295], [4.0713, -1.6173, -0.0078], [4.8882, -1.4482, -1.1213], [4.3705, -0.9017, -2.2836], [3.0268, -0.5462, -2.3252], [2.2123, -0.7359, -1.2217], [0.9395, 0.1717, 1.6133], [-0.2857, 0.3576, 2.3242], [-0.6426, 1.6514, 2.7903], [0.1619, 2.7351, 2.5610], [1.3660, 2.5717, 1.8387], [1.7338, 1.3376, 1.3744], [3.6361, -0.5943, 2.6340], [3.5080, -2.3667, 2.8155], [2.4134, -1.3113, 3.7068], [4.5051, -2.0356, 0.8918], [5.9314, -1.7420, -1.0707], [5.0034, -0.7585, -3.1526], [2.5968, -0.1210, -3.2236], [1.1649, -0.4679, -1.2873], [-0.8298, -0.4996, 2.7090], [-1.5800, 1.7637, 3.3229], [-0.1323, 3.7188, 2.9104], [1.9950, 3.4318, 1.6339], [2.6579, 1.2294, 0.8164], [-0.4650, 3.0534, -1.2000], [-1.0603, 2.4903, -2.4715], [-0.3223, 1.3601, -2.8957], [-1.0859, 0.5319, -3.7580], [-0.2883, -0.7002, -4.1129], [-1.0267, 3.9376, -0.8871], [0.5850, 3.3248, -1.3267], [-0.5433, 2.3005, -0.4041], [-1.0576, 3.2382, -3.2838], [-2.0981, 2.1956, -2.2815], [-1.3480, 1.1028, -4.6666], [-2.0133, 0.2503, -3.2486], [0.6415, -0.4300, -4.6203], [-0.8705, -1.3362, -4.7846], [-0.0590, -1.2865, -3.2217], [-3.8384, -1.1832, 2.5678], [-4.0552, 0.0952, 2.5073], [-4.7003, 0.7762, 3.5746], [-3.7779, 0.9330, 1.4966], [-3.1953, 0.4960, 0.4039], [-2.8442, 0.2092, -0.6811], [-4.2103, -1.5580, 3.4355], [-2.7186, -2.1910, 1.6661], [-4.4305, 0.4117, 4.4759], [-4.5240, 1.7683, 3.5062]], "atomic_forces_ev_per_a": [[0.1, -0.1, 0.4], [0.0, 0.1, -0.1], [0.1, -0.2, 0.2], [0.3, -0.1, -0.1], [-0.4, 0.1, -0.3], [0.2, -0.1, 0.1], [0.2, 0.2, -0.1], [0.0, 0.0, 0.1], [0.1, 0.0, 0.0], [0.0, 0.0, 0.0], [0.0, 0.0, 0.0], [0.0, 0.0, 0.0], [0.0, 0.0, 0.0], [0.0, 0.0, 0.0], [0.0, 0.0, 0.0], [0.0, -0.1, -0.2], [-0.1, -0.1, -0.3], [0.0, 0.0, 0.0], [0.0, 0.0, 0.0], [0.0, 0.0, 0.0], [0.0, 0.0, 0.0], [0.0, 0.0, 0.0], [0.0, 0.0, 0.0], [0.0, 0.0, 0.0], [0.0, 0.0, 0.0], [0.0, 0.0, 0.0], [0.0, 0.0, 0.0], [0.0, 0.0, 0.0], [0.0, 0.0, 0.0], [0.0, 0.0, 0.0], [0.0, 0.0, 0.0], [0.0, 0.0, 0.0], [0.0, 0.0, 0.0], [0.0, 0.0, 0.0], [-0.1, -0.1, 0.0], [0.0, 0.0, 0.0], [0.0, -0.1, 0.0], [0.0, 0.0, 0.0], [0.0, 0.0, 0.0], [0.0, 0.0, 0.0], [0.0, 0.0, 0.0], [0.1, 0.1, 0.0], [0.0, 0.0, 0.0], [0.0, 0.0, 0.0], [0.0, 0.0, 0.0], [0.0, 0.0, 0.0], [0.0, 0.0, 0.0], [0.0, 0.0, 0.0], [0.0, 0.0, 0.1], [0.0, 0.1, 0.1], [-0.1, 0.0, 0.0], [0.0, 0.0, 0.0], [0.2, 0.1, -0.1], [-0.6, -0.2, 0.0], [0.2, 0.2, 0.2], [0.0, 0.0, 0.0], [-0.3, 0.1, 0.0], [0.0, 0.0, 0.0], [0.0, 0.0, 0.0]], "lowdin_charge": [0.521, 0.058, -0.473, 0.005, -0.634, -0.030, -0.102, -0.326, 1.016, -0.369, -0.120, -0.124, -0.122, -0.077, -0.098, -0.525, -0.229, -0.121, -0.144, -0.145, -0.124, 0.029, 0.012, 0.022, 0.074, 0.084, 0.084, 0.089, 0.062, 0.082, 0.081, 0.080, 0.084, 0.097, -0.087, -0.316, -0.178, -0.298, -0.071, 0.071, 0.072, 0.033, 0.106, 0.093, 0.107, 0.098, 0.060, 0.073, 0.058, 0.087, -0.614, 0.068, 0.051, -0.405, 0.094, 0.033, 0.034, 0.058, 0.056], "de_lowest_kcal_mol": 20.8, "orbital_gap_ev": 6.07, "charge": -2, "total_energy_ha": -1880.9496, "molar_mass_g_mol": 552.864, "lumo_ha": 0.1797}



(2)
{"formula": "C6H8ErLiO6", "method": "ωB97M-V/def2-TZVPD", "elements": ["O", "C", "C", "O", "O", "C", "H", "H", "H", "H", "O", "C", "C", "O", "O", "C", "H", "H", "H", "H", "Li", "Er"], "positions_angstrom": [[-0.7310, 2.8491, 1.0674], [-0.4526, 2.0843, 0.0337], [-0.1946, 2.5178, 2.3775], [-0.5509, 0.7925, 0.4388], [1.8269, 2.2543, 1.1427], [1.3183, 2.7453, 2.3220], [-0.4257, 1.4769, 2.6280], [-0.6817, 3.2098, 3.0750], [1.7211, 2.3286, 3.2711], [1.4944, 3.8411, 2.3821], [-1.2311, -0.0038, -1.6432], [-0.4371, -0.2419, -0.5446], [-2.5612, -0.3555, -1.2894], [0.8252, -0.4921, -0.8184], [-1.0059, -1.4048, 0.0759], [-2.3674, -1.5503, -0.3430], [-3.1023, -0.6164, -2.2037], [-3.0551, 0.4886, -0.7867], [-2.4718, -2.5154, -0.8527], [-3.0285, -1.5110, 0.5297], [1.9206, 0.8274, 0.0824], [1.0321, -2.8895, -0.5538]], "atomic_forces_ev_per_a": [[0.2, 0.0, -0.7], [-0.3, -1.0, 2.2], [-1.0, -0.3, -0.4], [-0.5, 1.7, -0.1], [-0.3, -0.1, 0.8], [0.9, 1.1, 0.5], [0.1, 0.3, -0.1], [0.3, -0.2, -0.3], [0.0, -0.3, -0.7], [-0.1, -0.4, -0.3], [0.2, 0.3, 0.1], [0.5, -1.4, -1.1], [-0.4, 0.0, 0.0], [0.5, 0.2, 0.3], [0.2, 0.0, 0.3], [-0.4, 0.0, 0.0], [0.1, 0.1, 0.2], [0.1, -0.2, -0.1], [0.0, 0.2, 0.1], [0.1, -0.1, -0.2], [0.0, -0.4, -0.6], [-0.2, 0.5, 0.0]], "lowdin_charge": [-0.016, 0.042, -0.089, 0.033, -0.141, -0.262, 0.135, 0.152, 0.143, 0.145, 0.025, -0.817, -0.101, -0.307, -0.180, -0.107, 0.144, 0.137, 0.125, 0.139, 0.679, 1.122], "spin_multiplicity": 5, "de_lowest_kcal_mol": 101.7, "orbital_gap_ev": [5.88, 2.63], "charge": 1, "total_energy_ha": -1707.0384, "molar_mass_g_mol": 350.325, "lumo_ha": [-0.1112, -0.2488]}